{
  "formula": "C19H15F9N3PdS2",
  "method": "the ωB97M-V functional and the def2-TZVPD basis",
  "species": ["Pd", "C", "C", "N", "C", "C", "C", "C", "N", "C", "C", "F", "C", "F", "C", "C", "F", "C", "F", "H", "H", "H", "H", "H", "H", "H", "H", "H", "H", "H", "H", "H", "H", "H", "S", "C", "N", "F", "C", "C", "F", "C", "F", "C", "S", "C", "F", "C", "F"],
  "xyz": [[0.11184, 0.67120, 0.23475], [-2.32421, 2.13757, 1.65817], [-2.83966, 1.18389, 0.59791], [-1.96721, -0.00148, 0.39694], [-2.13150, -1.01361, 1.47170], [-3.45748, -1.76267, 1.47126], [-2.12573, -0.56054, -0.96022], [-1.08885, -1.61681, -1.28330], [0.24022, -1.06476, -1.02861], [1.35445, -1.56957, -1.54581], [2.58123, -0.86450, -1.34552], [2.58747, 0.26270, -0.62007], [3.76158, -1.29801, -1.89184], [4.86378, -0.58807, -1.68485], [3.81266, -2.45933, -2.64976], [2.64604, -3.18337, -2.84417], [2.67320, -4.30622, -3.55257], [1.44953, -2.77021, -2.31349], [0.37008, -3.52634, -2.50669], [-2.97406, 3.01155, 1.69095], [-1.32055, 2.49860, 1.41846], [-2.32172, 1.69076, 2.65509], [-2.91020, 1.69862, -0.35881], [-3.84286, 0.84124, 0.86212], [-2.00217, -0.49146, 2.41970], [-1.31136, -1.72741, 1.39155], [-4.31031, -1.10481, 1.63203], [-3.44666, -2.48511, 2.28712], [-3.62033, -2.31989, 0.54884], [-2.01493, 0.27032, -1.65689], [-3.12452, -0.98336, -1.09956], [-1.20890, -1.88803, -2.33231], [-1.22658, -2.53426, -0.70414], [4.74712, -2.79700, -3.07726], [1.71806, 3.69178, -2.55155], [0.68312, 2.82802, -1.71666], [-0.11290, 2.18508, -1.10285], [0.61251, 4.24965, 6.04665], [0.67295, 3.24214, 5.20607], [1.14566, 3.45640, 3.90998], [1.53954, 4.66551, 3.54903], [1.19319, 2.40382, 3.02828], [1.64556, 2.62678, 1.79652], [0.78719, 1.10434, 3.41398], [0.86777, -0.23619, 2.38319], [0.34104, 0.92510, 4.74496], [-0.05839, -0.26941, 5.14567], [0.26291, 1.97562, 5.62274], [-0.19388, 1.80541, 6.85227]],
  "atomic_forces_ev_per_a": [[0.6, 0.1, 0.0], [0.0, 0.0, 0.1], [-0.1, 0.0, 0.0], [0.0, 0.0, 0.0], [-0.1, 0.0, -0.1], [0.0, 0.0, 0.0], [-0.3, 0.0, 0.0], [0.1, 0.1, -0.1], [-0.1, -0.1, 0.1], [0.1, 0.0, 0.0], [0.1, 0.1, 0.1], [-0.1, -0.3, -0.2], [0.1, 0.1, 0.0], [0.0, -0.1, 0.0], [0.0, 0.0, 0.0], [0.0, -0.1, -0.1], [0.0, 0.1, 0.0], [-0.1, 0.0, 0.0], [0.1, 0.1, 0.0], [0.0, 0.0, 0.0], [0.0, 0.0, 0.0], [0.0, 0.0, 0.0], [0.1, 0.0, 0.0], [0.0, 0.0, -0.1], [0.0, 0.0, 0.0], [0.0, 0.0, 0.0], [0.0, 0.0, 0.0], [0.0, 0.0, 0.0], [0.0, 0.0, 0.0], [0.0, 0.0, 0.0], [0.0, 0.0, 0.0], [0.0, 0.0, 0.0], [0.0, 0.0, 0.0], [0.0, 0.0, 0.0], [0.0, 0.0, 0.0], [-0.1, -0.3, 0.0], [-0.2, 0.3, -0.1], [0.0, -0.1, -0.1], [0.0, 0.1, 0.1], [0.0, 0.1, -0.1], [0.0, -0.1, 0.0], [-0.1, 0.1, -0.1], [-0.1, -0.2, 0.2], [0.2, 0.1, 0.0], [-0.2, -0.3, 0.1], [0.1, 0.0, 0.0], [0.0, 0.0, -0.1], [0.0, 0.1, 0.1], [0.0, 0.0, -0.1]],
  "nbo_charge": [1.051, -0.625, -0.234, -0.398, -0.233, -0.642, -0.250, -0.282, -0.363, 0.023, 0.355, -0.285, 0.342, -0.272, -0.241, 0.323, -0.274, 0.379, -0.288, 0.251, 0.209, 0.204, 0.233, 0.205, 0.216, 0.207, 0.221, 0.244, 0.213, 0.244, 0.221, 0.246, 0.228, 0.274, -0.043, 0.149, -0.795, -0.243, 0.358, 0.273, -0.255, 0.367, -0.272, -0.360, 0.184, 0.361, -0.266, 0.302, -0.264],
  "charge": 1,
  "fmax_ev_per_a": 0.62,
  "energy_ev": -74013.6058,
  "lumo_energy_ev": [-2.76, -6.62],
  "spin_multiplicity": 5,
  "homo_lumo_gap_ha": [0.30129, 0.15528],
  "s2": 6.079
}